2 unconnected molecules or ions with the total composition C9H14NO, computed with the ωB97M-V functional and the def2-TZVPD basis.

The geometry in XYZ format:
```
25
Properties=species:S:1:pos:R:3:lowdin_charge:R:1
C -2.254 1.798 1.678 0.019
C -2.044 0.683 0.897 0.082
C -1.309 2.687 1.253 -0.035
C -0.860 0.883 0.122 -0.191
C -0.606 -0.960 -1.673 0.008
C 0.347 0.190 -2.110 -0.196
C -0.248 0.111 -0.788 -0.081
C 1.826 -0.120 -2.397 -0.037
C 0.793 -1.416 2.143 -0.133
N 1.309 -1.319 0.847 -0.024
O -0.500 2.198 0.357 0.125
H -3.021 1.949 2.392 0.125
H -2.379 -0.243 1.098 0.102
H -1.117 3.586 1.783 0.150
H -1.569 -0.842 -1.930 0.084
H -0.142 -1.991 -1.611 0.153
H -0.129 0.956 -2.762 0.170
H 2.172 -1.017 -1.868 0.069
H 2.454 0.795 -2.217 0.101
H 1.877 -0.358 -3.508 0.106
H -0.113 -0.778 2.185 0.083
H 0.605 -2.376 2.386 0.058
H 1.493 -0.995 2.740 0.063
H 1.123 -2.185 0.243 0.119
H 2.290 -1.233 0.741 0.077
```

**Energy above the lowest of the compared OMol25 structures with the same formula, charge and spin**: 86.5 kcal per mole
**Charge**: +1
**Lowest unoccupied orbital energy (spin up / spin down)**: -5.5 / -5.5 eV

=====

A gas-phase ion, C9H14NS (charge +1), computed with the ωB97M-V functional and the def2-TZVPD basis.

The geometry in XYZ format:
```
25
Properties=species:S:1:pos:R:3:lowdin_charge:R:1
C -3.147 -0.618 -0.269 -0.111
C -3.507 0.242 0.728 -0.383
C -1.715 -0.824 -0.498 -0.330
C -1.025 -0.045 0.335 -0.349
C 1.436 -0.799 -0.059 -0.020
C 1.426 0.565 -0.658 -0.200
C 0.525 0.238 0.436 -0.366
C -1.137 -1.747 -1.446 -0.026
C 2.714 1.428 -0.388 -0.001
N 0.949 0.832 1.770 0.224
S -2.108 0.971 1.349 1.013
H -3.809 -1.341 -0.646 0.104
H -4.479 0.574 0.823 0.060
H 1.121 -1.655 -0.519 0.072
H 2.429 -0.825 0.470 0.145
H 0.972 0.665 -1.629 0.150
H -0.548 -2.500 -1.017 0.075
H -1.993 -1.908 -2.109 0.109
H -0.419 -1.185 -2.076 0.099
H 3.503 1.201 -1.028 0.074
H 3.160 1.218 0.590 0.075
H 2.469 2.436 -0.481 0.069
H 0.574 1.852 1.841 0.204
H 1.982 0.848 1.854 0.145
H 0.627 0.377 2.625 0.167
```

**Energy above the lowest of the compared OMol25 structures with the same formula, charge and spin**: 37.9 kcal per mole
**Charge**: +1
**Lowest unoccupied orbital energy**: -3.4 eV

=====

2 unconnected molecules or ions with the total composition C9H14O, computed with the ωB97M-V functional and the def2-TZVPD basis.

The geometry in XYZ format:
```
24
Properties=species:S:1:pos:R:3:lowdin_charge:R:1
C -0.670 0.509 -3.308 -0.170
C -0.738 -0.358 -2.061 -0.172
H 0.339 0.487 -3.719 0.054
H -1.347 0.151 -4.079 0.048
H -0.914 1.537 -3.064 0.054
H 0.038 -0.157 -1.314 0.036
H -0.620 -1.425 -2.267 0.058
H -1.638 -0.282 -1.462 0.063
C 2.420 -1.064 0.449 -0.099
C -1.097 0.875 1.998 -0.411
C -0.875 -0.447 2.334 -0.128
C -0.308 1.569 1.089 -0.112
C 0.311 -1.122 1.840 -0.132
C 0.932 0.922 0.689 -0.164
C 1.186 -0.400 1.027 -0.399
O -2.233 1.508 2.500 -0.031
H -1.675 -1.059 2.754 0.067
H -2.693 0.832 3.027 0.076
H -0.747 2.385 0.537 0.066
H 0.526 -2.154 2.074 0.058
H 1.599 1.480 0.033 0.072
H 3.281 -0.392 0.414 0.059
H 2.212 -1.466 -0.541 0.054
H 2.713 -1.931 1.048 0.055
```

**Energy above the lowest of the compared OMol25 structures with the same formula, charge and spin**: 3.9 kcal per mole
**Charge**: -1
**Lowest unoccupied orbital energy (spin up / spin down)**: 3.8 / 3.8 eV
**Spin multiplicity**: 2
**<S²>**: 0.7629

=====

2 unconnected molecules or ions with the total composition C9H14O, computed with the ωB97M-V functional and the def2-TZVPD basis.

The geometry in XYZ format:
```
24
Properties=species:S:1:pos:R:3:lowdin_charge:R:1
C 2.485 1.654 -1.361 -0.385
C 2.907 0.350 -2.079 -0.093
O 3.502 2.471 -0.996 -0.126
H 2.002 2.457 -1.996 0.124
H 1.770 1.369 -0.458 0.140
H 3.915 -0.153 -1.864 0.099
H 4.152 2.007 -0.379 0.117
H 3.027 0.492 -3.067 0.007
H 2.117 -0.351 -1.996 0.053
C -1.648 0.875 2.441 -0.128
C -2.143 -0.849 -0.757 -0.215
C -2.257 0.169 0.169 -0.158
C -1.454 -2.031 -0.528 -0.227
C -1.606 -0.166 1.396 -0.385
C -0.752 -2.304 0.634 -0.203
C -1.020 -1.391 1.670 -0.139
H -2.652 -0.721 -1.797 0.095
H -2.773 1.109 0.177 0.051
H -1.351 -2.804 -1.328 0.077
H 0.079 -2.971 0.636 0.034
H -2.611 1.449 2.440 0.073
H -0.929 1.676 2.129 0.065
H -0.667 -1.505 2.668 0.063
H -1.177 0.334 3.286 0.062
```

**Energy above the lowest of the compared OMol25 structures with the same formula, charge and spin**: 49.4 kcal per mole
**Charge**: -1
**Lowest unoccupied orbital energy (spin up / spin down)**: 3.3 / 3.2 eV
**Spin multiplicity**: 2
**<S²>**: 0.7585

=====

2 unconnected molecules or ions with the total composition C9H14O, computed with the ωB97M-V functional and the def2-TZVPD basis.

The geometry in XYZ format:
```
24
Properties=species:S:1:pos:R:3:lowdin_charge:R:1
C -2.486 1.117 -1.138 -0.205
C -2.905 2.140 -2.198 -0.162
H -1.371 1.012 -1.116 0.057
H -2.711 1.388 -0.083 0.056
H -3.010 0.101 -1.041 0.083
H -1.909 2.200 -2.723 0.077
H -3.703 1.757 -2.769 0.037
H -3.147 3.141 -1.788 0.071
C 0.833 -1.834 -2.027 -0.079
C 1.866 0.274 0.853 -0.039
C 0.855 0.120 1.750 -0.328
C 1.859 -0.493 -0.297 -0.049
C 0.731 -1.260 -0.686 -0.330
C -0.293 -0.539 1.494 0.000
C -0.275 -1.355 0.249 -0.024
O 1.083 0.980 2.880 -0.012
H 2.734 0.917 0.999 0.126
H 2.810 -0.468 -0.940 0.137
H -1.202 -0.796 2.236 0.161
H 0.422 1.142 3.571 0.099
H 1.295 -2.825 -2.094 0.079
H 1.262 -0.890 -2.814 0.164
H -1.140 -1.744 0.096 0.034
H -0.096 -1.796 -2.574 0.049
```

**Energy above the lowest of the compared OMol25 structures with the same formula, charge and spin**: 69.5 kcal per mole
**Lowest unoccupied orbital energy**: 0.9 eV

=====

2 unconnected molecules or ions with the total composition C9H14O, computed with the ωB97M-V functional and the def2-TZVPD basis.

The geometry in XYZ format:
```
24
Properties=species:S:1:pos:R:3:lowdin_charge:R:1
C 3.071 -0.076 -1.030 -0.167
C 2.131 -1.278 -1.090 -0.174
H 3.636 0.060 -2.028 0.093
H 2.493 0.767 -0.938 -0.004
H 3.758 -0.156 -0.094 0.096
H 1.129 -1.197 -0.790 0.009
H 2.606 -2.023 -0.350 0.095
H 1.905 -1.588 -2.087 0.052
C -1.747 -2.025 1.262 -0.047
C -2.247 1.431 -0.411 -0.033
C -2.427 0.100 -0.055 -0.063
C -1.046 1.975 -0.029 -0.372
C -1.535 -0.635 0.728 -0.257
C -0.031 1.401 0.788 -0.017
C -0.277 0.054 1.088 -0.048
O -0.823 3.188 -0.554 0.018
H -2.945 2.005 -1.127 0.152
H -3.365 -0.289 -0.462 0.112
H -0.243 3.743 0.045 0.137
H 0.897 1.926 0.892 0.101
H -2.722 -2.000 1.601 0.051
H -1.195 -2.013 2.238 0.095
H 0.452 -0.557 1.721 0.127
H -1.472 -2.812 0.680 0.045
```

**Energy above the lowest of the compared OMol25 structures with the same formula, charge and spin**: 44.9 kcal per mole
**Lowest unoccupied orbital energy**: 0.8 eV

=====

2 unconnected molecules or ions with the total composition C9H14O, computed with the ωB97M-V functional and the def2-TZVPD basis.

The geometry in XYZ format:
```
24
Properties=species:S:1:pos:R:3:lowdin_charge:R:1
C -3.426 1.133 -1.843 -0.173
C -2.980 2.127 -0.793 -0.186
H -3.666 1.629 -2.790 0.065
H -2.651 0.409 -2.076 0.042
H -4.149 0.367 -1.421 0.086
H -2.287 2.883 -1.202 0.069
H -3.607 2.654 -0.090 0.052
H -2.374 1.621 0.031 0.051
C -0.211 -2.810 -0.709 -0.046
C 2.394 -0.539 0.667 -0.022
C 1.706 -1.617 0.225 -0.083
C 1.655 0.626 0.902 -0.320
C 0.347 -1.650 0.079 -0.310
C 0.259 0.644 0.797 -0.007
C -0.408 -0.539 0.366 -0.035
O 2.305 1.807 1.203 0.021
H 3.498 -0.335 0.663 0.139
H 2.352 -2.472 -0.053 0.126
H 1.901 2.553 0.752 0.100
H -0.206 1.536 1.174 0.101
H -0.949 -3.344 -0.124 0.077
H 0.519 -3.417 -1.233 0.074
H -1.458 -0.579 0.144 0.097
H -0.695 -2.249 -1.528 0.082
```

**Energy above the lowest of the compared OMol25 structures with the same formula, charge and spin**: 28.9 kcal per mole
**Lowest unoccupied orbital energy**: 0.8 eV

=====

2 unconnected molecules or ions with the total composition C9H14O, computed with the ωB97M-V functional and the def2-TZVPD basis.

The geometry in XYZ format:
```
24
Properties=species:S:1:pos:R:3:lowdin_charge:R:1
C -2.685 -1.675 2.104 -0.167
C -1.517 -2.226 1.321 -0.171
H -3.678 -1.703 1.639 0.063
H -2.753 -2.153 3.077 0.059
H -2.601 -0.597 2.231 0.059
H -0.812 -2.837 1.881 0.068
H -0.899 -1.454 0.868 0.018
H -1.797 -2.699 0.373 0.067
C -0.257 1.509 -2.867 -0.058
C 1.256 -0.434 0.022 -0.039
C 0.518 -0.141 -1.083 -0.058
C 1.932 0.598 0.740 -0.320
C 0.553 1.135 -1.681 -0.292
C 2.023 1.836 0.164 -0.020
C 1.386 2.053 -1.072 -0.054
O 2.263 0.247 2.031 0.029
H 1.356 -1.492 0.231 0.116
H 0.092 -0.966 -1.652 0.118
H 3.226 0.304 2.086 0.108
H 2.281 2.738 0.719 0.119
H -0.318 0.704 -3.599 0.081
H 0.167 2.392 -3.333 0.070
H 1.506 2.978 -1.650 0.113
H -1.241 1.883 -2.552 0.090
```

**Energy above the lowest of the compared OMol25 structures with the same formula, charge and spin**: 25.2 kcal per mole
**Lowest unoccupied orbital energy**: 0.9 eV